No. 1
Density functional theory data (ωB97M-V/def2-TZVPD) for a structure of composition C52H48N8O3OsP2 in a non-equilibrium geometry.

Geometry as ORCA input:
```
! RIJCOSX wB97M-V def2-TZVPD def2/J DEFGRID3
* xyz 2 5
Os 0.097 0.872 1.340
C -7.074 2.014 -0.882
C -5.588 1.769 -1.530
C -5.814 2.025 -3.061
C -4.690 2.825 -0.953
C -5.130 4.097 -0.895
C -4.317 4.943 -0.206
C -3.158 4.563 0.518
C -2.442 3.357 0.318
P -0.516 2.977 0.444
C 0.122 3.071 -1.216
C -0.146 4.022 -2.251
C -0.292 3.676 -3.597
C -0.145 2.322 -3.883
C 0.224 1.368 -3.012
C 0.311 1.766 -1.630
C -0.102 4.504 1.456
C 0.329 5.807 1.062
C 0.615 6.823 1.998
C 0.466 6.632 3.297
C -0.044 5.479 3.791
C -0.422 4.511 2.879
C -3.410 2.544 -0.426
O -2.961 1.262 -0.749
C -3.866 0.255 -0.547
C -3.492 -0.862 0.209
C -4.384 -1.922 0.439
C -5.664 -1.762 -0.190
C -6.052 -0.656 -0.953
C -5.162 0.397 -1.116
P -1.639 -0.855 0.571
C -1.348 -2.101 1.904
C -1.169 -3.363 1.566
C -0.942 -4.321 2.634
C -0.510 -4.111 3.940
C -0.628 -2.669 4.410
C -1.156 -1.855 3.345
C -0.825 -1.806 -0.881
C -1.254 -1.820 -2.317
C -1.105 -3.171 -2.973
C -0.017 -3.830 -2.621
C 0.854 -3.279 -1.651
C 0.453 -2.289 -0.776
H -7.343 3.067 -1.111
H -7.074 1.924 0.189
H -7.762 1.384 -1.407
H -5.717 3.074 -3.322
H -6.783 1.691 -3.437
H -5.008 1.633 -3.660
H -6.018 4.428 -1.398
H -4.628 5.984 -0.086
H -2.715 5.394 1.077
H -0.231 5.140 -2.088
H -0.489 4.366 -4.386
H -0.082 1.960 -4.910
H 0.680 0.479 -3.327
H -8.318 4.530 0.037
H 0.640 5.685 0.046
H 0.975 7.733 1.429
H 0.816 7.341 4.087
H -0.516 5.556 4.797
H -2.240 -1.330 -2.674
H -4.124 -2.765 0.957
H -6.383 -2.654 0.001
H -7.041 -0.565 -1.388
H -1.408 -3.914 0.683
H -1.223 -5.283 2.225
H -0.771 -4.977 4.720
H -0.524 -2.244 5.389
H -1.484 -0.745 3.472
H -0.488 -1.462 -3.054
H -1.436 -3.442 -3.951
H 0.440 -4.706 -3.040
H 1.872 -3.702 -1.489
H 0.700 -1.814 0.134
N -0.851 3.272 3.495
C 0.230 2.423 4.116
N 0.876 2.968 5.086
C 2.058 2.319 5.417
N 2.802 2.388 6.435
N 2.607 1.420 4.550
C 1.785 0.973 3.709
N 0.409 1.249 3.475
C 2.548 -0.017 2.735
C 3.347 -0.939 3.417
C 4.219 -1.595 2.564
C 4.144 -1.351 1.148
C 3.298 -0.416 0.603
N 2.486 0.325 1.477
H -1.484 3.462 4.232
H -1.262 2.672 2.849
H 2.650 2.764 7.345
H 3.643 1.838 6.198
H 3.390 -0.943 4.518
H 4.950 -2.268 2.998
H 4.822 -1.925 0.483
H 3.333 -0.088 -0.436
O 0.503 0.808 -0.747
N 6.329 -2.831 -2.635
C 6.494 -4.023 -2.656
N 6.426 -5.298 -3.177
C 6.498 -5.715 -4.623
C 7.811 -6.150 -5.189
O 8.395 -7.062 -4.211
C 8.221 -6.940 -2.863
C 6.866 -6.393 -2.315
H 6.208 -4.716 -5.031
H 5.590 -6.096 -4.962
H 8.326 -5.252 -5.401
H 7.611 -6.503 -6.173
H 8.884 -6.187 -2.503
H 8.605 -7.853 -2.475
H 6.785 -6.144 -1.251
H 6.126 -7.154 -2.521
*
```

The value obtained for the HOMO energy (alpha / beta) is -0.3964 / -0.4330 Eh.

Atomic partial charges in e from the Löwdin method, atoms 1 to 2: 1.012 -0.023

No. 2
Density functional theory data (ωB97M-V/def2-TZVPD) for a structure of composition C52H49N6NaO4P2S in a non-equilibrium geometry.

Geometry as ORCA input:
```
! RIJCOSX wB97M-V def2-TZVPD def2/J DEFGRID3
* xyz -2 1
Na -0.394 -0.467 -0.552
C -0.443 2.565 2.441
P -1.364 0.952 2.610
C -0.079 -0.315 3.006
C -0.037 -1.496 2.311
C 1.029 -2.343 2.423
C 2.039 -2.073 3.317
C 1.913 -0.993 4.210
C 0.874 -0.122 4.012
C -2.308 1.124 4.143
C -2.156 0.281 5.264
C -3.174 0.262 6.229
C -4.350 1.022 6.067
C -4.425 1.922 5.026
C -3.399 2.009 4.084
C 0.693 2.516 1.469
C 1.819 3.355 1.503
C 2.545 3.100 0.291
C 1.874 2.036 -0.324
C 2.249 1.277 -1.555
P 2.553 -0.472 -0.978
C 4.185 -0.192 -0.231
C 5.392 -0.516 -0.868
C 6.574 -0.418 -0.168
C 6.584 0.038 1.174
C 5.398 0.420 1.775
C 4.189 0.259 1.100
C 3.066 -1.300 -2.550
C 3.057 -0.614 -3.770
C 3.314 -1.181 -4.984
C 3.575 -2.543 -5.070
C 3.445 -3.301 -3.876
C 3.263 -2.680 -2.651
N 0.767 1.663 0.384
H -0.098 3.041 3.331
H -1.248 3.222 2.027
H -0.862 -1.761 1.678
H 1.195 -3.225 1.778
H 2.861 -2.774 3.373
H 2.601 -0.896 5.036
H 0.834 0.797 4.534
H -1.306 -0.378 5.328
H -3.119 -0.425 7.067
H -5.150 0.964 6.846
H -5.302 2.583 4.988
H -3.440 2.648 3.218
H 2.050 4.159 2.274
H 3.461 3.535 -0.053
H 3.228 1.636 -1.919
H 1.476 1.297 -2.305
H 5.448 -0.862 -1.877
H 7.574 -0.716 -0.619
H 7.524 0.212 1.665
H 5.350 0.728 2.814
H 3.216 0.427 1.567
H 2.833 0.440 -3.782
H 3.283 -0.477 -5.803
H 3.886 -2.986 -6.005
H 3.618 -4.361 -3.908
H 3.179 -3.349 -1.840
C 0.207 5.230 -1.151
C -1.216 5.662 -0.825
C -1.646 6.760 -1.812
C -1.308 6.199 0.576
C -2.257 4.554 -0.938
C -3.620 4.834 -0.992
C -4.613 3.831 -1.046
C -4.171 2.523 -1.129
S -5.023 1.035 -1.100
C -3.528 0.149 -0.947
N -2.462 0.901 -1.045
C -2.764 2.234 -1.070
C -1.814 3.237 -0.947
C -3.617 -1.332 -0.703
C -4.810 -1.988 -0.994
C -4.991 -3.322 -0.663
C -3.963 -4.016 -0.061
C -2.734 -3.347 0.093
C -2.476 -1.984 -0.218
H 0.798 6.106 -1.428
H 0.178 4.524 -1.991
H 0.798 4.667 -0.385
H -0.902 7.615 -1.819
H -2.612 7.117 -1.540
H -1.719 6.370 -2.813
H -0.681 7.090 0.862
H -1.117 5.418 1.277
H -2.349 6.510 0.876
H -3.956 5.843 -0.823
H -5.683 4.062 -1.063
H -0.754 2.946 -0.890
H -5.631 -1.441 -1.523
H -5.936 -3.780 -0.922
H -4.029 -5.050 0.311
H -1.905 -3.912 0.489
O -0.702 -0.967 -4.679
N -0.111 -0.337 -3.770
O 0.263 0.868 -3.950
O 0.135 -0.876 -2.651
C 1.176 -7.489 -0.029
N 0.677 -6.443 -0.916
C -0.382 -6.711 -1.740
C -1.105 -5.724 -2.329
C -0.519 -4.350 -2.206
N 0.585 -4.098 -1.527
C 1.241 -5.100 -0.864
O 2.327 -5.001 -0.318
N -1.096 -3.364 -2.934
H 0.389 -7.931 0.639
H 1.984 -7.080 0.535
H 1.584 -8.274 -0.708
H -0.678 -7.729 -1.821
H -2.069 -5.877 -2.851
H -2.040 -3.545 -3.312
H -0.711 -2.472 -2.886
*
```

The value obtained for the HOMO energy is -0.0659 Eh. The relative energy (zero: lowest compared OMol25 entry of this formula, charge and spin) is 0.0 kcal/mol.

Atomic partial charges in e from the Löwdin method, atoms 1 to 2: 0.143 -0.303

Number 1: E_tot -93780.73995 eV. Number 2: E_tot -105678.62797 eV.